A molecular structure, C5H15ClN2Si at a distorted geometry. Source: the OMol25 dataset; level of theory: ωB97M-V/def2-TZVPD.

Geometry as XYZ:
```
24
Properties=species:S:1:pos:R:3:mulliken_charge:R:1
C 2.8569 1.8057 0.2671 -1.11
C -3.1382 0.2791 0.5933 -0.91
C 2.3069 0.3989 -0.0557 -0.33
C -2.0524 0.8792 -0.2769 -0.64
C -0.0579 -0.6525 -0.0743 0.15
N 0.8931 0.4910 0.1114 -0.13
N -1.1402 -0.1122 -0.7447 -0.26
Si 0.3788 -2.5177 -0.5914 0.35
Cl -0.3960 -1.3876 1.7149 -0.36
H 2.1424 2.4439 0.8483 0.31
H 3.7551 1.7429 0.8128 0.35
H 3.0019 2.4055 -0.6624 0.26
H -2.6032 -0.2825 1.3191 0.26
H -3.8366 1.0186 0.9926 0.36
H -3.6632 -0.5192 -0.0068 0.26
H 2.5102 0.1821 -1.1267 0.28
H 2.8209 -0.3728 0.4837 0.33
H -2.4763 1.2423 -1.1468 0.43
H -1.5597 1.6243 0.2459 0.25
H 0.6433 1.2071 0.8302 0.22
H -1.6371 -0.8851 -1.3230 0.30
H 0.6129 -2.5630 -1.9667 -0.17
H 1.5449 -3.2950 0.0902 -0.10
H -0.9065 -3.1328 -0.3344 -0.11
```

Properties
- Kohn-Sham gap: 9.48 eV
- Relative energy (zero: lowest compared OMol25 entry of this formula, charge and spin): 4.168 eV
- Highest occupied orbital energy: -8.60 eV

---

2 unconnected molecules or ions with the total composition C5H15F3N3O8P2S2 at a distorted geometry. Source: the OMol25 dataset; level of theory: ωB97M-V/def2-TZVPD.

Geometry as XYZ:
```
38
Properties=species:S:1:pos:R:3:mulliken_charge:R:1
N -1.4446 -0.1398 1.3707 -0.40
C -1.3353 -0.6456 0.1071 0.03
N -0.0672 -0.9450 -0.4434 -0.13
S 0.1957 -2.3853 -1.3037 1.04
O -0.9529 -3.2133 -1.1507 -0.55
O 0.7249 -2.0061 -2.5653 -0.59
C 1.6039 -3.1144 -0.2839 0.70
F 1.0928 -3.8732 0.6719 -0.19
F 2.3671 -3.8209 -1.0980 -0.20
F 2.2778 -2.1103 0.2571 -0.16
N -2.4113 -0.8204 -0.5867 -0.02
P -4.0103 -0.5391 0.1648 -0.05
P -3.9781 -2.5182 1.1535 0.92
O -2.8346 -2.4843 2.0690 -0.61
O -3.9292 -3.6780 0.0885 -0.43
O -5.4138 -2.6318 1.8088 -0.45
H -0.7061 0.5482 1.5330 0.33
H -1.4014 -0.8652 2.0888 0.28
H 0.2590 -0.1906 -1.0548 0.19
H -2.3124 -1.2128 -1.5172 0.35
H -4.7625 -0.8589 -0.9852 0.12
H -4.3101 -3.4991 -0.7789 0.36
H -5.3911 -2.4372 2.7581 0.36
O 1.0079 2.2342 -1.4715 -0.70
S 1.9847 1.9097 -0.4663 1.20
O 1.4945 1.5906 0.8451 -0.62
O 3.0936 3.0053 -0.4068 -0.24
C 2.6848 4.4066 -0.2765 -0.35
C 2.2751 4.7610 1.1328 -0.97
C 2.9358 0.5586 -1.0515 -0.02
H 1.8950 4.6024 -1.0010 0.35
H 3.5687 4.9566 -0.5866 0.29
H 1.3518 4.2617 1.4224 0.29
H 2.1194 5.8375 1.1949 0.39
H 3.0514 4.4763 1.8419 0.27
H 3.2825 0.7549 -2.0620 0.36
H 2.2305 -0.2572 -1.0367 -0.49
H 3.7638 0.3430 -0.3818 0.36
```

Properties
- Kohn-Sham gap: 9.40 eV
- Charge: +1
- Highest occupied orbital energy: -13.86 eV

---

2 unconnected molecules or ions with the total composition C5H15IO2PS at a distorted geometry. Source: the OMol25 dataset; level of theory: ωB97M-V/def2-TZVPD.

Geometry as XYZ:
```
25
Properties=species:S:1:pos:R:3:mulliken_charge:R:1
C 1.8999 0.3004 0.3734 -0.93
C 1.8062 -1.2038 0.6918 -0.48
I 2.8652 -1.6789 2.5000 0.20
C 0.3863 -1.7304 0.7504 -0.78
S -0.4993 -0.8241 2.0700 0.06
P -2.6656 -1.0488 1.8697 0.32
C -2.9657 -0.8309 0.0759 -0.82
O -3.1867 0.3506 2.5258 -0.44
H 2.5522 0.7971 1.0735 0.41
H 2.2483 0.4047 -0.6398 0.23
H 0.9458 0.8083 0.4066 0.26
H 2.2938 -1.7439 -0.1074 0.51
H -0.0969 -1.5516 -0.2003 0.42
H 0.3911 -2.7747 1.0272 0.46
H -0.2261 -1.5154 3.1898 0.28
H -2.1136 -0.5395 -0.5293 0.23
H -3.7052 -0.0427 -0.0023 0.36
H -3.4089 -1.7376 -0.3117 0.34
H -2.6421 1.0978 2.2111 0.34
C 1.2928 2.2858 -3.0770 -0.60
O 0.7044 1.9907 -1.8036 -0.42
H 2.3676 2.1615 -2.9801 0.22
H 0.9227 1.6030 -3.8441 0.30
H 1.0803 3.3137 -3.3724 0.27
H -0.2465 2.1087 -1.8972 0.26
```

Properties
- Kohn-Sham gap: 9.42 eV
- Relative energy (zero: lowest compared OMol25 entry of this formula, charge and spin): 0.000 eV
- Charge: +1
- Highest occupied orbital energy: -12.97 eV

---

2 unconnected molecules or ions with the total composition C5H15N. Source: the OMol25 dataset; level of theory: ωB97M-V/def2-TZVPD.

Geometry as XYZ:
```
21
Properties=species:S:1:pos:R:3:mulliken_charge:R:1
C 1.5028 -0.3381 -1.0938 -1.40
C 0.3510 -0.9597 -0.3037 1.25
C -0.0071 -2.3153 -0.9050 -1.53
C 0.7483 -1.1003 1.1654 -1.39
H 1.7968 0.6435 -0.7150 0.34
H 2.3979 -0.9647 -1.0444 0.36
H 1.2829 -0.2266 -2.1579 0.37
H -0.5300 -0.3185 -0.3640 -0.22
H -0.8358 -2.7681 -0.3611 0.38
H 0.8636 -2.9746 -0.8584 0.34
H -0.2490 -2.2106 -1.9630 0.39
H 1.0885 -0.1641 1.6084 0.36
H -0.1197 -1.4488 1.7293 0.34
H 1.5573 -1.8226 1.2776 0.37
C -1.8518 1.9912 0.2588 -0.70
N -0.6323 2.6071 0.7687 -0.55
H -2.2908 1.2291 0.9119 0.25
H -1.6048 1.5543 -0.7056 0.29
H -2.5989 2.7662 0.0933 0.32
H -0.7155 2.9677 1.7021 0.22
H 0.1400 1.9604 0.7385 0.21
```

Properties
- Kohn-Sham gap: 10.20 eV
- Relative energy (zero: lowest compared OMol25 entry of this formula, charge and spin): 0.000 eV
- Highest occupied orbital energy: -9.18 eV

---

2 unconnected molecules or ions with the total composition C5H15N at a distorted geometry. Source: the OMol25 dataset; level of theory: ωB97M-V/def2-TZVPD.

Geometry as XYZ:
```
21
Properties=species:S:1:pos:R:3:mulliken_charge:R:1
C 3.3913 -3.6485 -1.1057 -1.14
C 4.8732 -3.3483 -0.8593 -0.13
C 5.0150 -1.8123 -0.6739 -1.12
H 3.0049 -3.3469 -2.0823 0.32
H 3.0854 -4.6584 -0.8314 0.32
H 2.7770 -3.0127 -0.4570 0.31
H 5.0839 -3.6960 0.1522 0.19
H 5.5173 -3.7531 -1.6274 0.32
H 4.4413 -1.2726 -1.4357 0.28
H 6.0314 -1.4229 -0.7438 0.33
H 4.5915 -1.5384 0.2892 0.32
C -5.5210 2.3877 0.7750 -1.03
C -4.0609 2.6898 0.4203 -0.26
N -3.6287 3.7553 1.3657 -0.65
H -6.0218 3.3364 0.9259 0.34
H -5.5231 1.9067 1.7659 0.26
H -5.9507 1.6534 0.1010 0.33
H -4.0805 3.2083 -0.5454 0.27
H -3.3505 1.8641 0.4484 0.30
H -2.6486 3.9759 1.2347 0.22
H -3.5678 3.3144 2.2890 0.22
```

Properties
- Kohn-Sham gap: 10.82 eV
- Relative energy (zero: lowest compared OMol25 entry of this formula, charge and spin): 0.497 eV
- Highest occupied orbital energy: -9.60 eV

---

A gas-phase ion, C5H15N2 (charge +1) at a distorted geometry. Source: the OMol25 dataset; level of theory: ωB97M-V/def2-TZVPD.

Geometry as XYZ:
```
22
Properties=species:S:1:pos:R:3:mulliken_charge:R:1
C -1.6093 0.2050 1.7995 -1.22
C -0.5176 1.3141 1.6878 -0.37
N 0.6991 0.8365 0.9501 -0.45
C 0.5775 0.8839 -0.5289 -0.85
C 0.7999 -0.5805 -0.9801 0.23
C 0.6168 -0.6853 -2.5227 -1.23
N 0.1401 -1.5662 -0.1226 -0.22
H -1.2339 -0.5800 2.4571 0.33
H -1.8786 -0.1712 0.8404 0.25
H -2.4420 0.6568 2.3314 0.40
H -0.1702 1.7321 2.6382 0.45
H -1.0573 2.1050 1.1768 0.30
H 1.4370 1.4729 1.2481 0.27
H 1.4393 1.4713 -0.8720 0.35
H -0.4236 1.3258 -0.8656 0.40
H 1.8703 -0.7228 -0.8238 0.25
H 1.5164 -0.9954 -3.0473 0.32
H 0.2711 0.2547 -2.9775 0.34
H -0.0859 -1.4428 -2.8329 0.38
H 0.5806 -2.4885 -0.2166 0.39
H 0.3217 -1.2389 0.8705 0.34
H -0.8513 -1.7866 -0.2098 0.34
```

Properties
- Kohn-Sham gap: 10.40 eV
- Relative energy (zero: lowest compared OMol25 entry of this formula, charge and spin): 1.080 eV
- Charge: +1
- Highest occupied orbital energy: -13.61 eV

---

A gas-phase ion, C5H15N2 (charge +1) at a distorted geometry. Source: the OMol25 dataset; level of theory: ωB97M-V/def2-TZVPD.

Geometry as XYZ:
```
22
Properties=species:S:1:pos:R:3:mulliken_charge:R:1
C 0.5467 0.8453 2.3574 -1.66
C 0.0236 0.0642 1.1735 0.90
C -1.4970 0.0518 1.2180 -1.38
N 0.6673 0.5182 -0.0802 -0.47
C -0.0957 0.7519 -1.2804 -0.60
C -0.1561 -0.5240 -2.1744 -0.51
N 0.9323 -1.4482 -1.7236 -0.20
H 0.4148 0.3217 3.3121 0.39
H 0.0410 1.8094 2.4543 0.39
H 1.6274 1.0375 2.3920 0.41
H 0.3781 -0.9659 1.3624 0.04
H -2.0082 -0.1776 0.2948 0.35
H -1.7924 -0.6490 2.0052 0.40
H -1.8732 1.0033 1.6194 0.34
H 1.4898 1.0972 0.0045 0.19
H -1.1241 1.0048 -1.0454 0.29
H 0.2383 1.6024 -1.8788 0.46
H -1.1079 -1.0345 -2.0343 0.26
H -0.1016 -0.3308 -3.2509 0.37
H 1.6984 -1.6195 -2.3710 0.36
H 1.2147 -1.0159 -0.8049 0.32
H 0.4838 -2.3421 -1.5494 0.36
```

Properties
- Kohn-Sham gap: 10.10 eV
- Relative energy (zero: lowest compared OMol25 entry of this formula, charge and spin): 0.925 eV
- Charge: +1
- Highest occupied orbital energy: -13.40 eV

---

2 unconnected molecules or ions with the total composition C5H15N2 at a distorted geometry. Source: the OMol25 dataset; level of theory: ωB97M-V/def2-TZVPD.

Geometry as XYZ:
```
22
Properties=species:S:1:pos:R:3:mulliken_charge:R:1
C 2.1151 0.6123 2.0570 -1.34
C 1.3275 0.6989 0.7488 0.02
C 0.3220 1.8572 0.7142 -1.17
H 2.6096 1.5481 2.3089 0.35
H 2.8306 -0.2087 2.0459 0.35
H 1.3828 0.3896 2.8480 0.33
H 0.8537 -0.2575 0.5126 0.25
H 2.0622 0.8356 -0.0572 0.29
H -0.1554 1.9535 -0.2669 0.41
H -0.4737 1.6968 1.4455 0.27
H 0.8208 2.7982 0.9370 0.42
C -1.9870 -0.7349 0.2526 -0.79
N -1.1685 -0.5844 -0.9611 -0.09
C -1.1685 -1.5090 -1.8903 0.19
N -0.4098 -1.4750 -2.9622 -0.28
H -2.2610 0.2655 0.5832 0.26
H -1.4399 -1.1946 1.0736 0.32
H -2.8829 -1.2935 -0.0152 0.42
H -0.2523 -0.1474 -0.7908 -0.05
H -1.9130 -2.2958 -1.8009 0.36
H 0.3665 -0.8417 -3.0589 0.23
H -0.5789 -2.1130 -3.7239 0.25
```

Properties
- Kohn-Sham gap: 10.97 eV
- Relative energy (zero: lowest compared OMol25 entry of this formula, charge and spin): 0.545 eV
- Charge: +1
- Highest occupied orbital energy: -14.76 eV